Entry 1:
This record from the OMol25 dataset describes a 3-piece molecular cluster, C12H22ClN4 overall. The level of theory is ωB97M-V with the def2-TZVPD basis set.

LUMO level, eV: -2.554
Frontier orbital gap, Eh: 0.2335
Relative energy (zero: lowest compared OMol25 entry of this formula, charge and spin), kJ/mol: 216.6
F_max, eV Å⁻¹: 4.22
Total charge: +1

Each line ends with the natural charge from an NBO analysis.
Atoms and positions in Å:
C  -0.3618  -2.7295  -10.5972  0.23
H  -2.4096  -1.0213  -11.7876  0.24
H  8.8598  -3.7675  -5.2211  0.26
C  1.4310  -4.7535  -8.3981  -0.61
C  1.6114  -4.1527  -9.8367  -0.24
N  0.2752  -3.9585  -10.4503  -0.27
H  -2.2859  -4.5565  -12.4991  0.26
H  -3.5319  -2.4635  -11.9425  0.24
N  9.3238  -5.0978  -6.8832  -0.28
C  -1.4591  -4.2117  -11.8958  -0.05
H  10.9126  -6.5054  -7.1287  0.23
C  10.7712  -5.5632  -6.5993  -0.19
C  -2.6786  -2.0162  -11.4327  -0.42
H  6.4371  -3.7340  -6.4306  0.24
H  -3.0412  -1.7101  -10.4514  0.23
N  -1.4738  -2.9209  -11.3893  -0.29
H  11.8619  -6.1692  -4.7795  0.24
C  10.8618  -5.7969  -5.0015  -0.62
H  2.4115  -5.0455  -8.0222  0.23
N  7.3529  -5.0230  -7.8752  -0.28
H  10.1710  -6.6027  -4.7531  0.22
Cl  4.5587  -5.9431  -11.7503  -0.97
H  -0.0955  -1.7952  -10.1255  0.24
C  8.5837  -5.7070  -7.8132  0.25
H  8.8963  -6.4045  -8.5762  0.25
H  5.2276  -5.3911  -8.0325  0.23
H  2.1373  -3.2027  -9.9318  0.22
H  6.2240  -5.3938  -9.5774  0.29
H  1.0274  -4.0264  -7.6934  0.21
H  6.1881  -6.7058  -8.3915  0.23
H  2.1578  -4.8297  -10.4934  0.29
H  0.7587  -5.6114  -8.3863  0.23
C  7.3255  -4.2706  -6.7293  -0.01
C  8.5782  -4.1698  -6.1830  -0.08
H  0.1347  -5.8065  -11.3808  0.27
C  -0.3301  -4.8325  -11.3414  -0.02
H  11.5037  -4.8173  -6.9077  0.23
C  6.1783  -5.6226  -8.5126  -0.44
H  10.6246  -4.9489  -4.3591  0.22


Entry 2:
This record from the OMol25 dataset describes a 3-piece molecular cluster, C12H22F2NO7 overall. The level of theory is ωB97M-V with the def2-TZVPD basis set.

LUMO level, eV: -2.861
Frontier orbital gap, Eh: 0.3826
F_max, eV Å⁻¹: 0.90
Total charge: +1

Each line ends with the natural charge from an NBO analysis.
Atoms and positions in Å:
C  -1.4049  -1.0703  -0.3192  -0.42
H  1.4265  -3.4640  2.0032  0.23
O  2.0024  1.1847  0.3161  -0.58
C  -5.2926  3.3206  -0.9660  -0.13
C  1.9514  -1.8085  0.8071  -0.65
C  -4.2084  2.6398  0.8944  0.97
C  3.1772  1.3599  0.3454  0.98
C  -0.6816  -1.5106  -1.5728  -0.08
H  -1.1414  -1.6883  0.5416  0.16
O  3.8996  1.9015  -0.6579  -0.48
H  -0.3145  0.4181  0.8066  0.22
N  0.5885  -3.8346  0.1342  -0.53
C  -1.0840  0.3891  0.0439  -0.62
C  -6.0818  3.7011  0.2655  0.45
O  3.9823  1.0393  1.3958  -0.50
H  0.2856  -1.0215  -1.6666  0.18
C  5.3292  1.1078  0.9412  0.45
H  0.6186  -4.8494  0.2367  0.44
O  -5.4910  2.8861  1.2671  -0.49
H  -0.7394  0.9517  -0.8150  0.21
H  -5.9910  4.7480  0.5579  0.16
O  -4.0192  2.9709  -0.4060  -0.49
H  0.6549  -4.4656  -1.8799  0.21
H  5.9598  1.9345  -0.9794  0.22
C  1.7100  -3.2853  0.9722  -0.23
H  1.2256  -1.1979  1.3275  0.25
H  -5.7250  2.4499  -1.4599  0.20
H  5.3415  3.1316  0.1797  0.22
H  -5.1902  4.1307  -1.6824  0.22
F  6.1175  1.5308  1.9491  -0.31
C  0.5989  -3.5172  -1.3599  0.10
H  -2.4709  -1.1821  -0.4648  0.22
C  5.2392  2.1099  -0.1859  -0.13
H  -0.3283  -3.5417  0.4799  0.45
H  -1.2717  -1.1768  -2.4172  0.21
O  -3.3674  2.2019  1.6087  -0.57
F  -7.3904  3.3877  0.1496  -0.32
H  1.4775  -2.9387  -1.6237  0.20
H  5.6535  0.1115  0.6336  0.15
H  2.9166  -1.5902  1.2473  0.25
O  -0.5898  -2.9431  -1.7076  -0.50
H  1.9994  -1.4781  -0.2238  0.22
H  2.5973  -3.8780  0.8050  0.22
H  -1.9697  0.8345  0.4788  0.25


Calculated M in order - 257.8 330.3 Da